The following is a DFT calculation (ωB97M-V/def2-TZVPD) of a structure of composition C50H67AgN4O4SSb.

```
128
Properties=species:S:1:pos:R:3:lowdin_spin:R:1
Sb -2.319 2.906 1.936 0.043
Ag -0.874 0.829 0.565 0.002
S -3.135 -0.434 -1.912 0.000
O 1.775 -1.603 -4.437 0.000
O 1.554 -1.122 -0.020 0.000
O 3.485 -1.045 -3.092 0.000
O -0.494 -0.581 -1.883 0.000
N 0.873 0.599 4.987 0.000
N 0.528 0.362 2.589 0.000
N 1.228 -1.560 3.913 0.000
N 2.781 0.273 3.506 0.000
C 2.366 -3.116 -1.136 0.000
C 2.315 -0.808 -2.273 0.000
C 0.122 4.664 1.897 0.002
C 5.599 0.320 0.239 0.000
C 3.265 0.164 -5.169 0.000
C 4.443 -0.011 -0.452 0.000
C -0.286 -5.165 -3.518 0.000
C 0.037 -3.823 -3.667 0.000
C 1.382 -5.224 -0.482 0.000
C 3.252 -5.206 -1.981 0.000
C -3.846 0.562 4.909 0.077
C 1.949 0.693 2.369 0.000
C -1.123 4.558 1.019 0.015
C 4.492 -2.190 0.503 0.000
C -2.453 0.251 -6.472 0.000
C 2.621 -1.176 3.658 0.000
C -4.056 3.251 -0.683 0.001
C -1.100 -0.834 -4.268 0.000
C -2.339 -1.121 -6.321 0.000
C -0.665 4.271 -0.409 0.004
C 5.650 -1.865 1.198 0.000
C -3.801 2.042 5.089 0.580
C -2.698 2.594 5.925 0.068
C -1.221 0.547 -4.429 0.000
C 2.296 -5.916 -1.263 0.000
C -1.187 -5.565 -2.544 0.000
C 3.290 -3.821 -1.909 0.000
C -5.110 2.749 5.153 0.076
C -1.858 5.895 1.053 0.001
C 3.859 -1.276 -0.340 0.000
C -4.228 3.033 0.815 0.001
C -1.727 -4.612 -1.695 0.000
C -5.126 4.127 1.389 0.001
C -1.625 -0.131 -1.285 0.001
C 0.428 -1.100 2.768 0.000
C -1.889 1.085 -5.513 0.000
C -4.898 1.678 1.036 0.000
C 3.118 -1.175 -4.446 0.000
C 1.419 -3.836 -0.423 0.000
C -0.286 -1.368 -3.077 0.000
C 0.082 1.014 3.818 0.001
C -1.667 -1.658 -5.229 0.000
C 6.216 -0.605 1.070 0.000
C 1.178 -0.917 -3.345 0.000
C 2.278 0.921 4.712 0.000
C 3.955 -2.255 -5.101 0.000
C -0.524 -2.853 -2.836 0.000
C 0.767 -0.859 5.107 0.000
C 2.436 -1.588 -0.922 0.000
C -1.386 -3.274 -1.828 0.000
H 3.699 -2.336 -6.159 0.000
H 2.038 1.776 2.248 0.000
H -0.013 5.083 -0.770 0.002
H -0.622 -1.350 2.946 0.000
H -2.413 -4.906 -0.909 0.000
H -2.882 0.164 4.589 0.006
H -0.834 1.205 -3.661 0.000
H 4.307 0.485 -5.121 0.000
H -5.009 1.461 2.104 -0.001
H 6.106 -2.602 1.850 0.000
H 3.982 -5.735 -2.585 0.000
H 5.013 -2.007 -5.007 0.000
H -0.138 4.863 2.941 0.002
H 2.296 0.237 -1.957 0.000
H 0.775 5.478 1.546 0.000
H -5.904 1.675 0.588 0.000
H -5.299 3.975 2.456 0.000
H 1.028 0.122 -3.654 0.000
H 7.114 -0.344 1.617 0.000
H -4.325 0.874 0.571 0.000
H 2.371 2.004 4.597 0.000
H 4.073 -3.274 -2.418 0.000
H -2.737 5.886 0.406 0.000
H -1.199 6.707 0.704 0.000
H -2.557 3.660 5.735 0.008
H -2.191 6.137 2.066 0.001
H -4.594 0.265 4.171 0.003
H -3.397 2.499 -1.121 0.000
H 0.177 -5.899 -4.167 0.000
H -3.659 4.245 -0.902 0.000
H -1.445 -6.612 -2.432 0.000
H -4.983 3.830 5.062 0.006
H 2.964 0.064 -6.212 0.000
H 2.957 -1.660 2.741 0.000
H 3.241 -1.515 4.495 0.000
H 6.016 1.316 0.134 0.000
H 0.728 -3.525 -4.440 0.000
H 0.704 3.737 1.860 0.000
H 2.883 0.602 5.567 0.000
H 4.062 -3.176 0.633 0.000
H -5.617 2.558 6.118 0.031
H 3.985 0.740 -1.079 0.000
H 3.759 -3.207 -4.612 0.000
H -2.985 0.668 -7.319 0.000
H 1.365 -1.182 5.966 0.000
H -4.104 0.055 5.857 0.033
H -1.611 -2.732 -5.121 0.000
H 0.727 -3.264 0.182 0.000
H 2.263 -6.999 -1.314 0.000
H -0.967 0.774 3.983 0.000
H 0.157 2.097 3.699 0.001
H -5.032 3.171 -1.188 0.000
H -5.787 2.416 4.362 0.005
H 0.780 -1.563 1.845 0.000
H -2.924 2.473 7.001 0.028
H -1.803 -2.553 -1.144 0.000
H 2.259 0.182 1.455 0.000
H 2.653 0.932 -4.698 0.000
H -1.503 4.180 -1.100 0.000
H -1.750 2.089 5.733 0.003
H -6.103 4.127 0.878 0.000
H -0.101 3.336 -0.460 0.000
H -2.782 -1.787 -7.053 0.000
H -1.991 2.160 -5.596 0.000
H -0.279 -1.118 5.290 0.000
H 0.630 -5.767 0.078 0.000
H -4.687 5.120 1.265 0.000
```

The HOMO energy (alpha / beta) comes out at -0.6 / -0.6 eV. As for the spin multiplicity: 2. As for the frontier orbital gap (alpha / beta): 4.772 / 4.822 eV. Its LUMO energy (alpha / beta) is 0.1536 / 0.1536 hartree. As for the net charge: -2.

The following is a DFT calculation (ωB97M-V/def2-TZVPD) of a structure of composition C4H7N3O at a distorted geometry.

```
15
Properties=species:S:1:pos:R:3:nbo_charge:R:1
O 2.311 -1.012 0.150 -0.563
N -0.099 1.450 -0.658 -0.450
N 1.275 1.112 -0.042 -0.544
N -0.730 0.208 1.425 -0.863
C -0.094 -0.649 0.297 -0.065
C -0.174 0.089 -1.051 -0.077
C -1.082 -1.020 -0.722 -0.421
C 1.411 -0.195 0.195 0.652
H 0.725 -0.315 -1.529 0.196
H 0.037 0.481 2.087 0.416
H -2.076 -0.530 -0.439 0.235
H -0.601 1.156 0.467 0.399
H -1.206 -1.968 -1.402 0.255
H 2.000 1.428 -0.646 0.397
H -1.697 -0.234 1.866 0.433
```

The HOMO energy comes out at -8.3 eV. As for the frontier orbital gap: 8.970 eV. Its LUMO energy is 0.0248 hartree. As for the net charge: 0.

The following is a DFT calculation (ωB97M-V/def2-TZVPD) of the molecule C2H4ClF2N at a distorted geometry.

```
10
Properties=species:S:1:pos:R:3:nbo_charge:R:1
Cl -1.628 0.465 0.307 0.094
F 0.422 0.251 -1.517 -0.367
F -0.282 -1.341 -0.006 -0.361
N 2.162 -0.163 0.321 -0.855
C -0.132 0.030 -0.145 0.565
C 0.959 0.366 0.784 -0.292
H 2.589 0.582 -0.355 0.391
H 2.165 -1.263 0.073 0.407
H 0.941 1.404 0.939 0.212
H 0.626 -0.046 1.759 0.206
```

The HOMO energy comes out at -9.5 eV. As for the frontier orbital gap: 10.287 eV. As for the SMILES: NCC(F)(F)Cl. Its LUMO energy is 0.0292 hartree. As for the net charge: 0.

What did we get for energy above the lowest of the compared OMol25 structures with the same formula, charge and spin? Answer: 106.7 742.8 168.6 kJ/mol, in the order shown.
What did we get for E? Answer: -3250.7347 -395.8655 -793.2296 Eh, in the order shown.